Density functional theory data (wB97M-V/def2-TZVPD) for a cluster of 10 separate species, C24H74N6O10 in total.

Geometry (Å):
C (-3.75, 6.01, 2.81)
C (-4.92, 5.57, 1.95)
C (-4.42, 5.18, 0.53)
O (-4.06, 6.30, -0.21)
C (-3.47, 6.07, -1.46)
N (-5.57, 4.42, 2.68)
H (-3.96, 5.92, 3.88)
H (-3.48, 7.05, 2.62)
H (-2.91, 5.34, 2.60)
H (-5.65, 6.34, 1.70)
H (-5.21, 4.74, -0.08)
H (-3.66, 4.41, 0.67)
H (-3.56, 6.86, -2.21)
H (-3.92, 5.25, -2.03)
H (-2.41, 5.91, -1.27)
H (-5.84, 3.70, 2.03)
H (-4.93, 3.89, 3.26)
C (5.25, -2.79, 1.98)
C (5.48, -2.74, 0.48)
C (6.20, -1.37, 0.12)
O (7.55, -1.18, 0.65)
C (8.15, 0.05, 0.26)
N (6.31, -3.88, 0.03)
H (4.61, -2.03, 2.42)
H (6.25, -2.71, 2.42)
H (4.96, -3.77, 2.37)
H (4.58, -2.81, -0.13)
H (5.46, -0.64, 0.44)
H (6.34, -1.29, -0.95)
H (7.74, 0.94, 0.75)
H (8.34, 0.32, -0.78)
H (9.15, 0.01, 0.71)
H (6.20, -4.68, 0.63)
H (7.25, -3.57, 0.23)
C (0.76, 0.92, 8.49)
C (0.96, 0.05, 9.74)
C (1.21, 0.90, 11.12)
O (1.46, -0.05, 12.09)
C (2.44, 0.14, 13.11)
N (-0.20, -0.78, 9.85)
H (0.65, 0.26, 7.64)
H (1.66, 1.50, 8.29)
H (-0.07, 1.62, 8.59)
H (1.80, -0.64, 9.61)
H (0.36, 1.51, 11.43)
H (1.97, 1.65, 10.88)
H (2.02, 0.56, 14.02)
H (3.18, 0.91, 12.88)
H (3.07, -0.75, 13.19)
H (-1.06, -0.28, 9.74)
H (-0.26, -1.19, 10.77)
C (-2.47, -8.57, -0.10)
C (-1.22, -8.10, -0.80)
C (-1.34, -8.49, -2.31)
O (-0.12, -8.09, -3.04)
C (-0.21, -7.80, -4.43)
N (-0.97, -6.71, -0.60)
H (-2.58, -8.25, 0.93)
H (-2.63, -9.64, -0.18)
H (-3.32, -8.12, -0.62)
H (-0.34, -8.63, -0.44)
H (-2.16, -7.92, -2.75)
H (-1.57, -9.53, -2.51)
H (0.78, -7.63, -4.86)
H (-0.92, -6.98, -4.52)
H (-0.47, -8.78, -4.85)
H (-0.03, -6.48, -0.89)
H (-1.08, -6.67, 0.40)
C (5.73, 10.51, -2.40)
C (4.38, 9.93, -1.86)
C (4.50, 8.47, -1.62)
O (3.30, 7.91, -1.01)
C (3.30, 6.52, -1.08)
N (4.12, 10.57, -0.55)
H (5.93, 11.58, -2.31)
H (5.72, 10.25, -3.46)
H (6.56, 10.04, -1.87)
H (3.50, 10.08, -2.49)
H (5.23, 8.39, -0.82)
H (4.77, 7.92, -2.52)
H (3.98, 6.24, -0.28)
H (3.64, 6.10, -2.03)
H (2.32, 6.11, -0.81)
H (3.24, 10.20, -0.23)
H (4.05, 11.57, -0.64)
C (-4.69, -4.93, -10.27)
C (-5.12, -3.42, -10.15)
C (-4.02, -2.53, -9.53)
O (-3.41, -3.01, -8.28)
C (-2.26, -2.08, -7.91)
N (-5.43, -2.94, -11.44)
H (-5.55, -5.43, -10.73)
H (-4.59, -5.28, -9.24)
H (-3.77, -5.18, -10.80)
H (-6.04, -3.48, -9.58)
H (-4.53, -1.60, -9.31)
H (-3.24, -2.28, -10.26)
H (-1.54, -2.21, -8.71)
H (-1.96, -2.53, -6.96)
H (-2.53, -1.06, -7.64)
H (-4.54, -3.07, -11.91)
H (-6.01, -3.61, -11.92)
O (-3.87, -3.13, -2.59)
H (-3.59, -4.00, -2.33)
H (-3.72, -3.10, -3.54)
O (-1.01, -0.62, 0.55)
H (-1.38, -0.72, -0.33)
H (-1.25, -1.43, 1.01)
O (-1.65, -4.27, 5.47)
H (-1.82, -5.12, 5.89)
H (-1.65, -3.64, 6.18)
O (-7.39, -0.67, 0.79)
H (-8.26, -0.68, 0.38)
H (-6.83, -1.12, 0.16)

The value obtained for the highest occupied orbital energy is -8.89 eV. The max |F| is 0.0588 hartree/bohr. Its electronic energy is -2039.4702 Eh. As for the SMILES: COC[C@H](C)N.COC[C@H](C)N.COC[C@H](C)N.COC[C@H](C)N.COC[C@H](C)N.COC[C@H](C)N.O.O.O.O. As for the HOMO-LUMO gap: 9.209 eV. The energy relative to the best compared isomer or geometry (same formula, charge and spin) is 5.093 eV.